--- 1 ---
Formula: C6H25NO7
Source: the OMol25 dataset
Level of theory: wB97M-V/def2-TZVPD

Values from the calculation:
E_LUMO	0.244	eV
SMILES	C/C=C(N)/C=C/C.O.O.O.O.O.O.O
frontier orbital gap	8.718	eV

Geometry as ORCA input:
```
! wB97M-V def2-TZVPD RIJCOSX def2/J DEFGRID3
* xyz 0 1
C 1.092 0.727 3.173
N 0.750 -1.795 1.678
C 0.671 -0.545 1.015
C 0.579 0.596 1.682
C -0.427 -1.762 -2.379
C -0.308 -1.705 -0.899
C 0.306 -0.629 -0.373
H 2.202 0.838 3.127
H 0.768 -0.025 3.860
H 0.559 1.590 3.600
H 1.060 -2.660 1.268
H 1.291 -1.653 2.492
H 0.361 1.654 1.298
H -0.040 -2.822 -2.672
H 0.053 -1.012 -3.030
H -1.508 -1.812 -2.768
H -0.709 -2.678 -0.481
H 0.785 0.228 -0.979
H -2.342 2.077 1.458
H -1.019 2.316 2.106
O -1.919 2.600 2.091
H 1.790 0.188 -2.087
H 1.699 -1.019 -3.200
O 2.275 -0.484 -2.668
H -1.317 -1.200 1.795
H -2.503 -0.753 2.634
O -2.270 -0.927 1.819
H -2.232 0.283 0.440
H -3.514 1.016 0.109
O -2.569 0.963 -0.129
H 1.283 3.405 -2.307
H 1.971 2.612 -1.164
O 1.192 2.591 -1.792
H -2.680 1.840 -2.087
H -1.213 2.109 -2.391
O -2.086 2.081 -2.834
H 3.261 -2.279 0.013
H 2.222 -1.562 -1.001
O 2.486 -2.390 -0.420
*
```

--- 2 ---
Formula: C6H25NO7
Source: the OMol25 dataset
Level of theory: wB97M-V/def2-TZVPD

Values from the calculation:
E_LUMO	0.379	eV
SMILES	C=CC(=C)CCN.O.O.O.O.O.O.O
frontier orbital gap	9.586	eV

Geometry as ORCA input:
```
! wB97M-V def2-TZVPD RIJCOSX def2/J DEFGRID3
* xyz 0 1
C 0.149 -2.952 0.122
C -1.177 -2.141 0.406
C -0.984 -1.387 1.721
C -0.890 -2.126 2.825
C -1.565 0.915 1.011
C -0.859 0.069 1.755
N 0.914 -2.474 -1.006
H 0.656 -3.009 1.083
H -0.138 -3.963 -0.172
H -2.047 -2.793 0.310
H -1.447 -1.500 -0.438
H -0.684 -3.181 2.938
H -0.590 -1.632 3.752
H -1.446 1.991 1.024
H -2.202 0.666 0.171
H -0.293 0.416 2.611
H 1.403 -3.148 -1.577
H 1.576 -1.708 -0.889
H -2.786 -0.076 -3.736
H -1.197 -0.186 -3.663
O -1.971 0.097 -4.208
H -0.098 -1.396 -2.406
H -0.142 -0.166 -1.707
O 0.093 -0.453 -2.602
H 2.865 -0.296 -1.512
H 2.187 1.040 -0.905
O 2.565 0.169 -0.728
H 0.264 2.089 0.022
H 0.791 3.531 0.054
O 0.921 2.679 -0.374
H -1.321 1.720 -2.829
H -0.399 2.554 -1.966
O -1.020 1.814 -1.909
H 2.529 -0.070 2.216
H 2.306 1.218 1.352
O 2.268 0.857 2.242
H 1.231 2.950 2.639
H -0.085 2.227 2.863
O 0.276 3.086 2.653
*
```

Which structure loses on stability? 1 does.